This record from OMol25 describes C45H41ClF4N8O4PSTi as an isolated structure in a non-equilibrium geometry. The level of theory is ωB97M-V with the def2-TZVPD basis set.

Calculated values
maximum force = 1.8 eV/Å
expectation value of S² = 2.0487
frontier orbital gap (alpha / beta) = 6.34 / 4.83 eV
M = 980.2 g/mol
LUMO energy (alpha / beta) = 1.65 / -0.28 eV
HOMO (alpha / beta) = -4.686 / -5.115 eV

The geometry in ORCA input format:
```
! wB97M-V def2-TZVPD RIJCOSX def2/J DEFGRID3
* xyz -1 3
Ti -0.053 0.170 0.575
O 5.755 -1.185 1.107
C 5.590 -0.035 1.740
O 6.484 0.490 2.357
C 4.251 0.620 1.636
C 3.928 1.861 2.164
Cl 4.869 2.998 3.001
N 2.651 2.147 1.833
N 2.101 1.131 1.163
C 3.042 0.215 1.020
C 2.601 -1.077 0.397
O 3.429 -1.938 0.093
O 1.339 -1.162 0.247
C 1.844 3.255 2.232
C 1.393 4.130 1.262
C 0.537 5.161 1.624
C 0.163 5.313 2.950
C 0.651 4.443 3.918
C 1.491 3.402 3.562
H 4.929 -1.485 0.617
H 1.708 3.999 0.238
H 0.163 5.837 0.867
H -0.513 6.109 3.232
H 0.352 4.555 4.950
H 1.834 2.684 4.293
C 0.294 2.886 -1.570
C -0.811 2.950 -0.556
C -1.815 3.926 -0.738
C -2.774 4.087 0.211
C -2.694 3.359 1.420
C -3.544 3.655 2.510
C -3.313 3.054 3.714
C -2.262 2.140 3.863
C -1.441 1.761 2.815
S -0.162 0.611 3.067
C -1.672 2.394 1.542
N -0.802 2.145 0.494
H 0.610 3.904 -1.813
H -0.036 2.413 -2.492
H 1.153 2.334 -1.195
H -1.806 4.521 -1.641
H -3.568 4.810 0.081
H -4.335 4.381 2.379
H -3.935 3.293 4.567
H -2.076 1.688 4.828
F 2.154 -1.945 -6.004
C 2.848 -1.225 -5.101
C 4.116 -0.842 -5.436
F 4.587 -1.220 -6.636
C 4.934 -0.036 -4.596
C 4.323 0.299 -3.356
C 3.058 -0.096 -3.026
F 2.586 0.228 -1.787
C 2.230 -0.851 -3.882
C 0.913 -1.189 -3.516
C 0.275 -0.510 -2.480
N -0.257 0.062 -1.627
C 0.134 -2.209 -4.131
N -0.547 -3.021 -4.578
F 5.016 1.004 -2.446
C 6.221 0.396 -4.960
C 7.002 1.281 -4.170
N 7.675 2.017 -3.595
C 6.861 0.017 -6.169
N 7.439 -0.246 -7.130
C -4.662 -1.341 -0.579
C -3.574 -2.424 -0.496
C -2.728 -2.232 -1.762
C -4.238 -3.802 -0.574
P -2.498 -2.066 1.023
N -1.628 -0.797 0.753
C -3.671 -1.769 2.480
C -2.860 -1.832 3.784
C -4.224 -0.331 2.370
C -4.840 -2.751 2.619
C -1.412 -3.562 1.383
C -0.319 -3.172 2.390
C -2.134 -4.806 1.915
C -0.694 -3.937 0.077
H -5.103 -1.385 -1.577
H -4.239 -0.345 -0.444
H -5.466 -1.483 0.137
H -3.394 -2.290 -2.626
H -1.961 -2.988 -1.899
H -2.258 -1.250 -1.754
H -4.865 -3.822 -1.471
H -4.875 -4.034 0.277
H -3.505 -4.597 -0.687
H -1.962 -1.213 3.737
H -2.584 -2.849 4.049
H -3.492 -1.450 4.590
H -3.547 0.324 1.820
H -4.336 0.089 3.371
H -5.200 -0.306 1.891
H -4.526 -3.790 2.632
H -5.588 -2.629 1.841
H -5.334 -2.551 3.574
H -0.692 -3.078 3.406
H 0.167 -2.235 2.116
H 0.439 -3.959 2.383
H -2.497 -4.670 2.931
H -1.413 -5.628 1.939
H -2.965 -5.124 1.292
H -0.272 -3.064 -0.425
H -1.345 -4.470 -0.612
H 0.137 -4.600 0.323
*
```

***

This record from OMol25 describes C45H41IrN2P2S3 as an isolated structure in a non-equilibrium geometry. The level of theory is ωB97M-V with the def2-TZVPD basis set.

Calculated values
maximum force = 3.8 eV/Å
relative energy (zero: lowest compared OMol25 entry of this formula, charge and spin) = 128.8 kJ/mol
expectation value of S² = 0.7693
frontier orbital gap (alpha / beta) = 4.73 / 4.57 eV
M = 960.2 g/mol
LUMO energy (alpha / beta) = -3.83 / -4.00 eV
HOMO (alpha / beta) = -8.560 / -8.566 eV

The geometry in ORCA input format:
```
! wB97M-V def2-TZVPD RIJCOSX def2/J DEFGRID3
* xyz 1 2
Ir -0.508 -1.599 1.121
S 1.942 -0.861 1.044
P 0.928 0.828 0.595
C -0.685 0.448 1.187
P -1.249 0.831 2.810
S -0.845 -0.808 3.886
C -0.572 2.328 3.573
C -1.118 3.568 3.263
C -0.616 4.703 3.873
C 0.425 4.602 4.784
C 0.977 3.366 5.079
C 0.482 2.225 4.473
C -3.042 1.085 2.646
C -3.605 1.378 1.412
C -4.972 1.544 1.306
C -5.778 1.409 2.426
C -5.214 1.116 3.658
C -3.845 0.953 3.772
C 0.729 1.097 -1.179
C 1.784 0.653 -2.134
C 1.622 1.283 -3.473
C 0.463 1.861 -3.860
C -0.612 2.009 -2.963
C -0.435 1.675 -1.625
C 1.844 2.272 1.208
C 1.413 3.555 0.888
C 2.134 4.641 1.348
C 3.276 4.448 2.110
C 3.704 3.168 2.420
C 2.987 2.074 1.972
H -1.943 3.633 2.566
H -1.049 5.667 3.654
H 0.798 5.490 5.274
H 1.780 3.291 5.796
H 0.890 1.251 4.710
H -2.970 1.466 0.541
H -5.413 1.778 0.349
H -6.846 1.541 2.339
H -5.843 1.005 4.527
H -3.390 0.728 4.727
H 2.782 0.859 -1.725
H 2.452 1.213 -4.154
H 0.371 2.254 -4.861
H -1.544 2.427 -3.301
H -1.221 1.889 -0.912
H 0.532 3.694 0.276
H 1.811 5.640 1.104
H 3.839 5.299 2.460
H 4.598 3.016 3.003
H 3.310 1.067 2.198
C 4.505 -1.567 -1.913
C 4.016 -1.492 -3.365
C 4.500 -2.768 -4.073
C 4.672 -0.280 -4.051
C 2.505 -1.383 -3.479
C 1.853 -1.612 -4.657
C 0.448 -1.600 -4.792
C -0.324 -1.475 -3.652
S -2.056 -1.602 -3.448
C -1.832 -1.497 -1.718
N -0.562 -1.379 -1.362
C 0.276 -1.321 -2.395
C 1.708 -0.947 -2.287
C -2.874 -1.582 -0.738
C -4.231 -1.476 -1.066
C -5.190 -1.605 -0.083
C -4.819 -1.883 1.223
C -3.477 -1.972 1.564
C -2.496 -1.785 0.606
H 5.587 -1.674 -1.906
H 4.083 -2.430 -1.402
H 4.272 -0.673 -1.340
H 5.579 -2.849 -3.975
H 4.262 -2.753 -5.130
H 4.043 -3.647 -3.626
H 5.745 -0.434 -4.120
H 4.504 0.633 -3.485
H 4.283 -0.152 -5.059
H 2.421 -1.841 -5.548
H -0.005 -1.751 -5.759
H 2.115 -1.360 -1.363
H -4.508 -1.278 -2.091
H -6.233 -1.501 -0.334
H -5.569 -2.023 1.986
H -3.206 -2.195 2.589
C -1.612 -6.491 0.120
C -0.463 -6.169 1.086
C -0.332 -4.751 1.198
N -0.289 -3.602 1.221
H -1.725 -7.568 0.031
H -1.409 -6.079 -0.865
H -2.546 -6.070 0.484
H 0.478 -6.588 0.715
H -0.660 -6.594 2.074
*
```

***

This record from OMol25 describes C45H42IrN2O2S3 as an isolated structure. The level of theory is ωB97M-V with the def2-TZVPD basis set.

Calculated values
maximum force = 0.5 eV/Å
relative energy (zero: lowest compared OMol25 entry of this formula, charge and spin) = 182.7 kJ/mol
expectation value of S² = 6.0873
frontier orbital gap (alpha / beta) = 4.49 / 6.63 eV
M = 931.3 g/mol
LUMO energy (alpha / beta) = 2.20 / 2.07 eV
HOMO (alpha / beta) = -2.290 / -4.561 eV

The geometry in ORCA input format:
```
! wB97M-V def2-TZVPD RIJCOSX def2/J DEFGRID3
* xyz -1 5
Ir -1.337 -1.979 -0.094
C 6.552 -2.976 -2.973
C 5.430 -2.381 -2.166
C 5.484 -2.391 -0.771
C 4.446 -1.877 -0.014
C 3.345 -1.335 -0.660
C 3.261 -1.326 -2.040
C 4.309 -1.845 -2.789
S 1.966 -0.735 0.302
O 2.025 -1.467 1.603
C 2.525 0.904 0.739
C 3.720 1.437 0.220
C 4.232 2.625 0.655
C 3.629 3.270 1.763
C 4.225 4.392 2.386
C 3.677 4.949 3.507
C 2.516 4.386 4.070
C 1.908 3.318 3.466
C 2.416 2.753 2.271
C 1.725 1.641 1.624
C 0.281 1.590 1.893
C -0.355 2.897 1.697
C 0.141 3.803 0.734
C -0.421 5.050 0.544
C -1.523 5.442 1.308
C -2.060 4.561 2.223
C -1.516 3.279 2.419
C -2.115 2.325 3.299
C -1.711 1.022 3.214
C -0.622 0.594 2.428
S -0.607 -1.151 2.163
O -0.237 -1.904 3.380
C -2.377 -1.510 1.959
C -3.220 -0.774 1.121
C -4.548 -1.195 0.941
C -5.036 -2.317 1.570
C -6.449 -2.785 1.356
C -4.176 -3.035 2.424
C -2.872 -2.652 2.617
H 7.523 -2.629 -2.615
H 6.463 -2.712 -4.027
H 6.547 -4.066 -2.901
H 6.349 -2.818 -0.276
H 4.457 -1.901 1.069
H 2.375 -0.936 -2.526
H 4.240 -1.854 -3.870
H 4.236 0.896 -0.562
H 5.132 3.037 0.214
H 5.140 4.791 1.962
H 4.149 5.804 3.978
H 2.106 4.791 4.986
H 1.023 2.881 3.909
H 0.984 3.502 0.125
H -0.009 5.717 -0.203
H -1.959 6.425 1.175
H -2.928 4.845 2.810
H -2.950 2.613 3.926
H -2.263 0.267 3.762
H -2.886 0.170 0.713
H -5.200 -0.617 0.295
H -7.044 -2.024 0.852
H -6.933 -3.026 2.304
H -6.468 -3.687 0.740
H -4.557 -3.909 2.942
H -2.200 -3.191 3.272
C -3.947 2.425 -0.509
N -2.578 2.162 -0.933
C -2.180 1.078 -1.625
S -0.688 0.337 -1.325
N -3.018 0.589 -2.565
C -3.967 1.386 -3.323
H -3.978 2.439 0.581
H -4.609 1.636 -0.861
H -4.306 3.387 -0.878
H -1.862 2.516 -0.306
H -2.666 -0.251 -2.996
H -3.723 2.443 -3.224
H -4.999 1.235 -2.999
H -3.896 1.112 -4.374
C -2.670 -2.531 -1.582
H -2.199 -2.677 -2.558
H -3.461 -1.781 -1.677
H -3.158 -3.475 -1.311
C -0.018 -3.016 -0.962
C 0.636 -3.566 -2.054
C 1.476 -4.712 -1.942
C 2.150 -5.213 -3.035
C 2.028 -4.618 -4.294
C 1.207 -3.497 -4.435
C 0.530 -2.976 -3.354
H 1.584 -5.174 -0.969
H 2.785 -6.083 -2.913
H 2.561 -5.021 -5.146
H 1.106 -3.024 -5.406
H -0.100 -2.100 -3.462
*
```

***

- expectation value of S² of number 2 (C45H41IrN2P2S3)?
  0.7693

***

- Which formula does entry 1 have?
  C45H41ClF4N8O4PSTi

***

- expectation value of S² of number 2 (C45H41IrN2P2S3)?
  0.7693

***

- Which value of M does entry 1 give?
  980.2 g/mol